1.
A molecular structure, C3H2O3Rh. Source: the OMol25 dataset; level of theory: the ωB97M-V functional and the def2-TZVPD basis.

Structure (XYZ):
```
9
Properties=species:S:1:pos:R:3:lowdin_spin:R:1
O -0.047 -1.021 -0.749 0.22
C 0.746 0.675 0.737 0.14
C -0.357 0.945 1.614 0.71
O -1.498 0.328 1.379 0.41
Rh -1.735 -0.913 0.011 2.46
H 1.649 1.266 0.908 0.00
C 0.799 -0.118 -0.417 0.03
O 1.791 0.126 -1.288 0.01
H 1.490 -0.040 -2.190 0.00
```

E: -12280.0978 eV
energy above the lowest of the compared OMol25 structures with the same formula, charge and spin: 16.9 kcal/mol
largest force on an atom: 6.10 eV/Å
Kohn-Sham gap (alpha / beta): 8.620 / 6.776 eV
charge: +1
<S²>: 6.011
multiplicity: 5


2.
A molecular structure, C3H2O3Sr. Source: the OMol25 dataset; level of theory: the ωB97M-V functional and the def2-TZVPD basis.

Structure (XYZ):
```
9
Properties=species:S:1:pos:R:3:nbo_charge:R:1
C 1.459 -0.489 -0.356 -0.06
C 0.978 -0.719 0.839 0.28
O -0.210 -0.316 1.200 -0.44
C -0.792 0.522 0.245 0.96
O -0.184 0.449 -0.866 -0.61
O -1.788 1.172 0.531 -0.79
H 2.395 0.019 -0.586 0.32
Sr -3.501 1.148 -1.254 1.97
H 1.642 -1.787 0.246 0.38
```

E: -10100.3065 eV
energy above the lowest of the compared OMol25 structures with the same formula, charge and spin: 85.5 kcal/mol
largest force on an atom: 3.48 eV/Å
Kohn-Sham gap: 8.421 eV
charge: +2


3.
A molecular structure, C3H2O3Tb. Source: the OMol25 dataset; level of theory: the ωB97M-V functional and the def2-TZVPD basis.

Structure (XYZ):
```
9
Properties=species:S:1:pos:R:3:lowdin_spin:R:1
C -1.846 0.677 0.196 -0.46
C -1.055 0.095 1.018 -0.34
O -0.241 -0.854 0.974 -0.20
C 0.761 -0.922 -0.045 -0.02
O 1.763 -0.302 0.191 0.12
O 0.235 -0.975 -1.205 0.15
H -2.309 1.662 0.315 -0.01
Tb 3.994 0.431 -0.494 7.75
H -1.302 0.188 -0.951 0.00
```

E: -31654.9821 eV
largest force on an atom: 10.20 eV/Å
Kohn-Sham gap (alpha / beta): 7.447 / 4.721 eV
charge: +4
<S²>: 16.780
multiplicity: 8


4.
A molecular structure, C3H2O3Tl. Source: the OMol25 dataset; level of theory: the ωB97M-V functional and the def2-TZVPD basis.

Structure (XYZ):
```
9
Properties=species:S:1:pos:R:3:mulliken_charge:R:1
O -0.624 1.009 0.405 -0.49
C -0.094 -1.263 -0.113 -0.42
C 1.319 -1.373 0.101 0.33
O 1.983 -0.279 0.419 -0.34
Tl 1.194 1.405 0.670 0.79
H -0.599 -2.170 -0.456 0.37
C -0.915 -0.128 -0.109 0.78
O -2.093 -0.215 -0.747 -0.41
H -2.326 0.639 -1.133 0.37
```

E: -13966.1738 eV
energy above the lowest of the compared OMol25 structures with the same formula, charge and spin: 96.8 kcal/mol
largest force on an atom: 9.58 eV/Å
Kohn-Sham gap (alpha / beta): 8.386 / 6.971 eV
charge: +1


5.
A single C3H2O4 molecule. Source: the OMol25 dataset; level of theory: the ωB97M-V functional and the def2-TZVPD basis.

Structure (XYZ):
```
9
Properties=species:S:1:pos:R:3:nbo_charge:R:1
O 0.202 2.134 -0.457 -0.50
C -0.165 0.941 -0.247 0.69
O -1.299 0.533 0.400 -0.48
C -0.985 -0.834 1.038 0.22
O 0.137 -1.413 0.542 -0.48
C 0.632 -0.512 -0.486 0.66
O 1.682 -0.664 -1.107 -0.47
H -1.907 -1.608 1.102 0.19
H -0.752 -0.683 2.053 0.17
```

E: -11331.2520 eV
energy above the lowest of the compared OMol25 structures with the same formula, charge and spin: 43.3 kcal/mol
largest force on an atom: 6.43 eV/Å
Kohn-Sham gap: 10.458 eV
charge: 0
SMILES: O=C1OCOC1=O


6.
A single C3H2O4S molecule. Source: the OMol25 dataset; level of theory: the ωB97M-V functional and the def2-TZVPD basis.

Structure (XYZ):
```
10
Properties=species:S:1:pos:R:3:nbo_charge:R:1
O 2.219 -1.340 -0.183 -0.53
C 1.479 -0.382 0.004 0.72
O 2.053 0.801 0.228 -0.63
C -0.103 -0.639 -0.090 -0.32
S -0.858 -2.052 0.056 0.26
C -0.980 0.627 -0.042 0.73
O -0.479 1.748 -0.164 -0.59
O -2.230 0.418 0.068 -0.63
H 1.310 1.414 0.215 0.51
H -2.410 -0.596 -0.093 0.50
```

E: -22167.7528 eV
energy above the lowest of the compared OMol25 structures with the same formula, charge and spin: 13.6 kcal/mol
largest force on an atom: 3.86 eV/Å
Kohn-Sham gap: 7.918 eV
charge: 0
SMILES: O=C(O)C(=S)C(=O)O


7.
A single C3H2O4S molecule. Source: the OMol25 dataset; level of theory: the ωB97M-V functional and the def2-TZVPD basis.

Structure (XYZ):
```
10
Properties=species:S:1:pos:R:3:nbo_charge:R:1
O -1.948 1.744 0.028 -0.64
C -1.026 0.789 0.128 0.42
O 0.208 0.980 -0.440 -0.44
C 0.916 -0.151 -0.304 0.45
S 2.448 -0.354 -0.822 -0.12
O 0.158 -1.070 0.292 -0.44
C -1.065 -0.462 0.572 0.42
O -1.948 -1.146 1.290 -0.65
H -1.683 2.513 0.549 0.50
H -2.207 -1.970 0.863 0.50
```

E: -22167.0221 eV
energy above the lowest of the compared OMol25 structures with the same formula, charge and spin: 30.5 kcal/mol
largest force on an atom: 1.28 eV/Å
Kohn-Sham gap: 8.844 eV
charge: 0
SMILES: Oc1oc(=S)oc1O


8.
A single C3H2OS2 molecule. Source: the OMol25 dataset; level of theory: the ωB97M-V functional and the def2-TZVPD basis.

Structure (XYZ):
```
8
Properties=species:S:1:pos:R:3:nbo_charge:R:1
O -0.385 -0.183 2.008 -0.47
C -0.953 -0.148 0.931 0.36
C -0.224 0.342 -0.263 -0.24
S -0.967 1.452 -1.228 0.15
C 1.190 -0.053 -0.611 -0.27
S 1.418 -1.601 -1.178 0.10
H -2.016 -0.461 0.801 0.15
H 1.937 0.653 -0.460 0.21
```

E: -26858.9351 eV
energy above the lowest of the compared OMol25 structures with the same formula, charge and spin: 46.9 kcal/mol
largest force on an atom: 4.14 eV/Å
Kohn-Sham gap: 7.567 eV
charge: 0
SMILES: O=CC(=S)C=S


9.
A single C3H2S2 molecule. Source: the OMol25 dataset; level of theory: the ωB97M-V functional and the def2-TZVPD basis.

Structure (XYZ):
```
7
Properties=species:S:1:pos:R:3:nbo_charge:R:1
C 1.138 1.037 -0.137 -0.22
C -0.330 -1.857 0.012 -0.45
C -0.039 1.107 -0.126 -0.26
S -1.702 1.014 0.035 0.10
S -1.735 -1.121 -0.069 0.43
H 2.122 1.239 0.084 0.23
H 0.545 -1.419 0.201 0.17
```

E: -24808.9065 eV
energy above the lowest of the compared OMol25 structures with the same formula, charge and spin: 59.4 kcal/mol
largest force on an atom: 5.40 eV/Å
Kohn-Sham gap: 8.817 eV
charge: 0


10.
A single C3H2S2 molecule. Source: the OMol25 dataset; level of theory: the ωB97M-V functional and the def2-TZVPD basis.

Structure (XYZ):
```
7
Properties=species:S:1:pos:R:3:lowdin_spin:R:1
C 0.038 1.283 0.052 0.21
C -1.668 -1.799 -0.009 0.74
C -1.164 1.321 0.000 0.07
S -2.834 1.255 -0.015 0.53
S -2.992 -0.974 0.017 0.38
H 1.085 1.320 0.045 0.01
H -0.668 -1.397 -0.049 0.05
```

E: -24806.2411 eV
energy above the lowest of the compared OMol25 structures with the same formula, charge and spin: 68.9 kcal/mol
largest force on an atom: 2.96 eV/Å
Kohn-Sham gap (alpha / beta): 6.302 / 4.771 eV
charge: 0
<S²>: 2.026
multiplicity: 3


11.
13 unconnected molecules or ions with the total composition C3H30NO14. Source: the OMol25 dataset; level of theory: the ωB97M-V functional and the def2-TZVPD basis.

Structure (XYZ):
```
48
Properties=species:S:1:pos:R:3:nbo_charge:R:1
O 0.559 1.083 1.324 -0.80
C -0.268 1.077 0.389 0.80
O -1.101 0.184 0.139 -0.81
C -0.210 2.418 -0.469 -0.17
C -1.291 3.257 0.191 -0.63
N -0.471 2.071 -1.880 -0.90
H 0.748 2.952 -0.635 0.19
H -1.297 4.285 -0.210 0.20
H -2.252 2.736 0.125 0.24
H -1.200 3.295 1.284 0.22
H -0.679 1.090 -2.012 0.38
H -1.297 2.402 -2.358 0.36
H -3.523 1.509 2.679 0.47
H -2.136 1.821 2.178 0.48
O -2.998 2.235 2.325 -0.94
H -1.103 -0.562 1.755 0.50
H -2.430 -0.792 2.276 0.47
O -1.531 -1.077 2.485 -1.01
H 2.011 -2.795 2.240 0.49
H 3.205 -1.964 2.565 0.48
O 2.922 -2.645 1.945 -0.96
H 3.141 1.920 1.438 0.48
H 2.291 2.110 0.225 0.49
O 3.200 2.243 0.525 -0.96
H -1.879 -1.342 -0.144 0.50
H -3.156 -1.639 -0.712 0.46
O -2.618 -1.979 0.021 -0.98
H 2.199 -2.746 -2.052 0.50
H 1.095 -3.853 -1.646 0.48
O 1.444 -3.287 -2.335 -0.98
H 2.446 0.400 -2.550 0.49
H 1.472 1.663 -2.676 0.50
O 2.093 1.083 -3.126 -0.99
H -0.870 -3.784 1.912 0.49
H 0.169 -2.796 2.465 0.48
O -0.013 -3.738 2.352 -0.97
H -2.715 0.405 -1.949 0.48
H -3.268 0.493 -3.287 0.47
O -3.555 0.211 -2.398 -0.95
H -0.327 -0.694 -4.209 0.47
H 0.489 0.533 -4.136 0.50
O -0.444 0.266 -4.197 -0.98
H 1.326 -0.352 2.500 0.50
H 0.361 -0.898 3.505 0.49
O 1.325 -0.801 3.356 -1.00
H 2.805 -1.234 0.199 0.50
H 3.016 0.042 -0.600 0.48
O 2.644 -0.852 -0.676 -0.99
```

E: -33756.7886 eV
energy above the lowest of the compared OMol25 structures with the same formula, charge and spin: 31.2 kcal/mol
largest force on an atom: 2.59 eV/Å
Kohn-Sham gap: 9.500 eV
charge: -1


12.
13 unconnected molecules or ions with the total composition C3H32NO15. Source: the OMol25 dataset; level of theory: the ωB97M-V functional and the def2-TZVPD basis.

Structure (XYZ):
```
51
Properties=species:S:1:pos:R:3:nbo_charge:R:1
O 1.646 -0.083 3.064 -0.55
C 1.365 0.595 2.124 0.80
O 1.861 1.821 1.814 -0.69
C 0.377 0.213 1.018 -0.20
C 0.179 -1.310 1.042 -0.07
O -1.023 -1.565 0.359 -0.78
N 0.914 0.553 -0.318 -0.72
H 2.434 2.208 2.491 0.52
H -0.602 0.656 1.214 0.29
H 0.008 -1.635 2.079 0.20
H 1.003 -1.851 0.607 0.18
H -0.964 -2.361 -0.203 0.51
H 1.319 1.481 -0.539 0.49
H 1.575 -0.154 -0.648 0.45
H 0.125 0.465 -0.972 0.46
H 1.591 -2.184 3.395 0.50
H 2.609 -3.214 3.441 0.48
O 2.244 -2.579 2.805 -0.95
H -0.392 4.701 1.087 0.50
H -1.369 4.493 -0.197 0.50
O -0.482 4.453 0.166 -0.97
H 1.220 -1.642 -3.521 0.50
H 0.989 -2.218 -2.095 0.50
O 1.149 -1.393 -2.592 -1.01
H 2.077 3.674 -1.709 0.49
H 0.841 3.836 -0.673 0.51
O 1.582 3.284 -0.987 -1.00
H -2.816 -0.437 1.235 0.51
H -3.694 0.238 2.255 0.48
O -2.781 0.220 1.950 -0.98
H -0.456 -4.271 -1.373 0.50
H 0.871 -3.894 -0.603 0.52
O 0.143 -3.535 -1.178 -1.02
H -1.971 1.051 -0.330 0.49
H -1.621 2.570 -0.328 0.50
O -1.537 1.746 -0.842 -0.99
H -2.657 4.281 1.108 0.46
H -3.760 3.332 1.458 0.49
O -3.192 3.584 0.719 -0.94
H 3.023 -4.362 0.084 0.51
H 2.107 -3.551 1.240 0.53
O 2.176 -4.164 0.488 -1.01
H -1.192 0.876 -2.992 0.48
H -2.494 0.754 -3.925 0.48
O -1.538 0.721 -3.876 -0.96
H 4.035 0.160 -1.785 0.49
H 3.032 -1.126 -1.829 0.50
O 3.716 -0.633 -1.356 -0.99
H -4.662 -1.057 -0.866 0.49
H -3.204 -1.582 -1.065 0.48
O -3.805 -1.162 -0.441 -0.96
```

E: -35828.6757 eV
largest force on an atom: 1.87 eV/Å
Kohn-Sham gap: 10.996 eV
charge: +1


13.
A molecular structure, C3H33O13. Source: the OMol25 dataset; level of theory: the ωB97M-V functional and the def2-TZVPD basis.

Structure (XYZ):
```
49
Properties=species:S:1:pos:R:3:nbo_charge:R:1
O -2.280 0.516 1.552 -0.82
H -2.754 1.159 1.020 0.51
H -2.614 0.337 2.434 0.55
H -1.329 0.640 1.509 0.43
O 0.187 2.195 0.769 -0.87
H -0.239 1.422 1.146 0.42
H 0.235 2.074 -0.183 0.41
H 1.076 2.201 1.130 0.47
C -1.419 -0.096 -0.584 -0.55
C -0.367 -0.245 0.526 -0.04
C 1.046 -0.355 -0.042 -0.80
O -0.506 0.604 1.627 -0.58
H -1.335 -0.837 -1.379 0.17
H -1.238 0.921 -0.933 0.14
H -2.407 -0.276 -0.159 0.23
H -0.502 -1.301 0.761 0.26
H 1.550 0.585 -0.268 0.33
H 1.012 -1.009 -0.913 0.28
H 1.692 -0.847 0.685 0.22
O -3.098 0.865 -1.646 -0.91
H -2.347 1.413 -1.420 0.45
H -3.834 1.266 -1.184 0.47
O 0.489 1.758 -0.976 -0.80
H 0.295 2.572 -1.441 0.49
H 0.011 1.085 -1.460 0.46
O 2.776 -0.050 0.243 -0.97
H 3.582 -0.394 -0.142 0.54
H 3.071 0.478 0.985 0.50
O -0.360 -1.080 3.021 -0.91
H -0.752 -0.361 3.516 0.46
H -0.433 -0.808 2.106 0.43
O 0.734 -1.175 -2.554 -0.93
H 0.117 -1.772 -2.130 0.50
H 1.317 -1.747 -3.052 0.53
O 2.646 -0.592 -1.584 -0.95
H 1.998 -0.528 -0.882 0.44
H 2.151 -0.912 -2.339 0.43
O -0.195 0.666 -2.486 -0.89
H 0.498 0.678 -3.146 0.51
H -0.233 -0.244 -2.193 0.51
O 2.259 -2.420 1.186 -0.88
H 2.059 -1.590 0.752 0.39
H 2.197 -2.223 2.120 0.48
O 0.565 1.017 2.972 -0.99
H 0.320 0.646 2.124 0.44
H 1.114 1.771 2.754 0.42
O -2.320 -2.289 -0.358 -0.87
H -2.816 -1.480 -0.482 0.46
H -1.614 -2.239 -1.003 0.43
```

E: -30214.8049 eV
energy above the lowest of the compared OMol25 structures with the same formula, charge and spin: 986.7 kcal/mol
largest force on an atom: 19.08 eV/Å
Kohn-Sham gap: 8.885 eV
charge: +1


14.
14 unconnected molecules or ions with the total composition C3H33O14. Source: the OMol25 dataset; level of theory: the ωB97M-V functional and the def2-TZVPD basis.

Structure (XYZ):
```
50
Properties=species:S:1:pos:R:3:nbo_charge:R:1
C 0.128 -1.009 -2.245 -0.64
C -0.707 0.020 -1.576 0.08
C -1.369 -0.542 -0.290 -0.64
O 0.130 1.102 -1.183 -1.04
H 1.187 -1.089 -1.868 0.23
H 0.321 -0.763 -3.301 0.18
H -0.339 -2.044 -2.271 0.20
H -1.428 0.465 -2.316 0.14
H -1.426 0.146 0.583 0.21
H -0.784 -1.421 0.076 0.19
H -2.352 -0.966 -0.493 0.20
O -1.964 1.236 2.928 -0.93
H -2.207 0.577 3.625 0.45
H -1.186 0.847 2.529 0.48
O -4.033 0.594 0.649 -0.96
H -3.132 0.740 0.530 0.46
H -3.909 -0.239 1.090 0.48
O 0.491 -3.571 1.794 -0.93
H 1.028 -2.936 2.211 0.45
H -0.364 -3.161 1.900 0.48
O 0.618 0.187 2.685 -0.95
H 1.118 -0.627 3.001 0.46
H 1.144 0.428 1.977 0.52
O 2.229 0.916 -3.750 -0.96
H 1.899 1.445 -4.445 0.48
H 1.386 0.602 -3.346 0.50
O -3.455 -1.676 1.984 -0.98
H -2.561 -1.783 2.374 0.50
H -3.480 -2.167 1.179 0.47
O 3.729 -0.061 -1.880 -0.98
H 4.336 0.652 -1.692 0.47
H 3.202 0.207 -2.636 0.50
O 2.180 0.221 0.444 -1.04
H 2.852 0.287 -0.245 0.52
H 1.409 0.337 -0.115 0.51
O -0.452 2.815 0.791 -0.98
H -1.278 3.137 0.406 0.46
H -0.210 2.149 0.179 0.49
O -0.788 3.098 -2.747 -0.97
H -1.714 3.178 -2.927 0.45
H -0.674 2.360 -2.160 0.50
O 2.407 2.675 -1.203 -0.99
H 1.560 2.156 -1.288 0.51
H 2.566 2.738 -0.256 0.46
O -1.159 -1.771 3.120 -0.96
H -0.563 -1.098 2.883 0.50
H -0.980 -1.886 4.024 0.48
O 2.545 -2.343 0.291 -1.00
H 2.326 -1.402 0.360 0.48
H 1.722 -2.739 0.624 0.46
```

E: -32313.2590 eV
energy above the lowest of the compared OMol25 structures with the same formula, charge and spin: 21.9 kcal/mol
largest force on an atom: 4.64 eV/Å
Kohn-Sham gap: 7.825 eV
charge: -1


15.
14 unconnected molecules or ions with the total composition C3H34NO14S. Source: the OMol25 dataset; level of theory: the ωB97M-V functional and the def2-TZVPD basis.

Structure (XYZ):
```
53
Properties=species:S:1:pos:R:3:nbo_charge:R:1
C 0.432 1.021 -1.288 -0.25
C 1.349 2.307 -1.475 -0.55
S 2.096 2.625 -3.138 -0.06
N 1.348 0.008 -0.775 -0.73
C 0.842 -0.754 0.453 0.17
O 0.523 -2.020 0.030 -0.99
H -0.023 0.829 -2.319 0.19
H -0.441 1.239 -0.721 0.20
H 0.887 3.301 -1.236 0.23
H 1.977 2.076 -0.626 0.24
H 1.017 3.200 -3.573 0.11
H 1.744 -0.740 -1.421 0.40
H -0.053 -0.207 0.770 0.10
H 1.611 -0.704 1.220 0.07
H -3.405 2.748 -0.641 0.51
H -2.487 2.753 0.787 0.53
O -2.837 3.186 -0.011 -1.01
H 2.329 -0.887 2.553 0.47
H 3.677 -1.242 3.335 0.47
O 2.907 -0.675 3.300 -0.96
H 3.438 0.975 0.676 0.47
H 3.612 0.122 -0.586 0.48
O 4.035 0.796 -0.052 -0.95
H 1.505 -3.443 -1.050 0.48
H 2.772 -3.848 -0.416 0.46
O 2.394 -3.747 -1.295 -0.96
H -0.262 -3.248 -1.464 0.50
H -1.293 -3.996 -0.797 0.46
O -1.058 -3.768 -1.728 -0.95
H 1.249 3.859 1.959 0.47
H 0.939 4.343 0.576 0.48
O 0.973 4.659 1.496 -0.95
H -1.380 -1.652 2.729 0.49
H -2.274 -1.205 3.818 0.47
O -1.538 -0.874 3.295 -0.96
H -1.598 0.201 0.798 0.48
H -2.261 0.504 2.056 0.50
O -2.020 0.958 1.230 -0.98
H -2.372 0.097 -2.066 0.49
H -3.232 0.293 -0.795 0.47
O -3.240 0.411 -1.790 -0.96
H -1.627 -3.111 1.919 0.48
H -1.939 -2.934 0.576 0.46
O -2.365 -2.675 1.407 -0.96
H -1.544 4.207 -0.701 0.50
H -0.648 4.936 0.211 0.47
O -0.786 4.824 -0.740 -0.99
H -1.248 -2.067 -4.307 0.47
H -1.414 -2.134 -2.738 0.50
O -1.277 -1.557 -3.498 -0.98
H 0.066 -2.833 1.217 0.50
H 0.675 -2.797 2.735 0.47
O 0.223 -3.357 2.100 -1.05
```

E: -44653.7290 eV
energy above the lowest of the compared OMol25 structures with the same formula, charge and spin: 19.5 kcal/mol
largest force on an atom: 4.14 eV/Å
Kohn-Sham gap: 7.969 eV
charge: -1